Below is a cluster of 7 separate species, C39H96NO23P5 in total at a distorted geometry, with properties calculated with wB97M-V/def2-TZVPD.

Results
Energy above the lowest of the compared OMol25 structures with the same formula, charge and spin (kcal/mol): 0.0
Energy (a.u.): -5036.1568
Net charge: 0
Frontier orbital gap (eV): 9.36

Positions of all 164 atoms, in Å:
C: 2.4115 1.6042 6.4806
C: 2.5196 0.9019 5.1352
O: 3.6019 -0.0425 5.0593
P: 5.0871 0.4253 5.0767
O: 5.4061 1.6430 4.3310
O: 5.5021 0.4763 6.5976
C: 6.7718 1.0049 6.9666
C: 6.5896 2.0545 8.0457
O: 5.8988 -0.8716 4.6613
C: 6.5128 -1.0108 3.3790
C: 7.7797 -1.8324 3.5255
H: 1.4676 2.1459 6.5243
H: 2.4562 0.8581 7.2723
H: 3.2124 2.3379 6.5779
H: 1.5935 0.3495 4.9753
H: 2.6359 1.6035 4.3089
H: 7.3958 0.1884 7.3327
H: 7.2748 1.4570 6.1084
H: 5.6965 2.6436 7.8217
H: 6.3067 1.5486 8.9727
H: 7.4420 2.7163 8.1545
H: 5.8670 -1.5718 2.6971
H: 6.7037 -0.0394 2.9240
H: 8.4049 -1.5591 4.3746
H: 7.5085 -2.8801 3.6731
H: 8.3611 -1.7611 2.6058
C: 1.8178 -7.2601 1.7885
C: 1.8672 -7.4676 0.2776
O: 3.2370 -7.1950 -0.1663
P: 3.4638 -6.2774 -1.4408
O: 2.2348 -5.9433 -2.1533
O: 4.5668 -7.0198 -2.2863
C: 4.1671 -7.9605 -3.2918
C: 3.4315 -9.1979 -2.7513
O: 4.3315 -5.0726 -0.9206
C: 3.8093 -4.3137 0.1876
C: 3.3608 -2.9414 -0.2356
H: 0.8804 -6.7572 2.0228
H: 1.9517 -8.1859 2.3456
H: 2.6305 -6.6285 2.1513
H: 1.6930 -8.5102 0.0232
H: 1.2032 -6.7892 -0.2466
H: 3.6395 -7.4954 -4.1187
H: 5.1251 -8.3439 -3.6417
H: 2.4202 -9.2551 -3.1577
H: 3.9444 -10.1153 -3.0336
H: 3.3438 -9.1846 -1.6663
H: 3.0107 -4.8350 0.7235
H: 4.6154 -4.2568 0.9241
H: 2.5199 -3.0076 -0.9219
H: 3.1227 -2.4230 0.6936
H: 4.1699 -2.4339 -0.7589
C: 2.3155 5.7284 -2.5476
C: 1.4954 6.9649 -2.2361
O: 0.0918 6.6359 -2.2256
P: -0.6975 6.7783 -0.8504
O: -0.0502 6.1619 0.2985
O: -0.9785 8.3148 -0.6727
C: -1.4412 9.1247 -1.7721
C: -2.8832 9.5096 -1.5209
O: -2.1021 6.1974 -1.2520
C: -2.1495 4.8029 -1.6443
C: -3.5918 4.4050 -1.7555
H: 1.9503 4.8928 -1.9442
H: 2.2832 5.3966 -3.5839
H: 3.3604 5.8870 -2.2747
H: 1.8317 7.5022 -1.3528
H: 1.6038 7.6414 -3.0917
H: -0.8168 10.0160 -1.7923
H: -1.3488 8.5552 -2.6968
H: -2.9652 9.9629 -0.5308
H: -3.3449 10.0992 -2.3076
H: -3.4796 8.5976 -1.4040
H: -1.5627 4.6733 -2.5553
H: -1.6455 4.2408 -0.8527
H: -4.0731 4.9658 -2.5605
H: -3.7694 3.3431 -1.9389
H: -4.1432 4.5768 -0.8289
C: -8.7416 -0.8800 0.3104
C: -8.9095 -0.0949 -0.9574
O: -7.6341 0.3676 -1.4179
P: -6.9959 -0.1064 -2.7987
O: -7.5326 0.5247 -4.0008
O: -5.4763 0.1606 -2.5031
C: -4.8126 -0.5564 -1.4310
C: -3.3691 -0.7209 -1.8098
O: -7.0975 -1.6989 -2.8214
C: -8.2311 -2.3285 -3.4622
C: -8.5146 -3.6301 -2.7334
H: -9.6894 -1.1250 0.7830
H: -8.2208 -1.8143 0.0762
H: -8.0962 -0.3266 0.9913
H: -9.5330 -0.6034 -1.6920
H: -9.4395 0.8366 -0.7340
H: -4.8930 0.0711 -0.5426
H: -5.2715 -1.5251 -1.2459
H: -3.2067 -1.4444 -2.6064
H: -2.9088 0.2316 -2.0847
H: -2.7634 -1.0108 -0.9458
H: -9.1049 -1.6864 -3.4250
H: -7.9153 -2.5752 -4.4741
H: -8.5923 -3.4404 -1.6587
H: -9.4836 -4.0213 -3.0431
H: -7.7135 -4.3527 -2.8692
C: -1.0194 7.1686 -5.4113
C: -0.7642 6.0024 -6.3212
O: -0.3002 4.8874 -5.5547
P: -1.0162 3.4891 -5.6023
O: -0.4121 2.5147 -4.7054
O: -2.5411 3.8199 -5.4004
C: -3.4316 2.7351 -5.0595
C: -4.7324 2.9067 -5.8338
O: -1.0025 3.0474 -7.1326
C: 0.2400 2.9377 -7.8389
C: 0.1345 1.7409 -8.7551
H: -1.1409 8.1154 -5.9411
H: -1.9648 7.0497 -4.8742
H: -0.1999 7.2760 -4.7017
H: -1.6277 5.7668 -6.9458
H: 0.0350 6.2609 -7.0236
H: -3.0316 1.7413 -5.2730
H: -3.5953 2.7500 -3.9844
H: -5.3010 3.7356 -5.4199
H: -4.5061 2.9941 -6.8947
H: -5.3163 1.9899 -5.7256
H: 0.4620 3.8469 -8.3958
H: 1.0421 2.7371 -7.1236
H: -0.0679 0.8383 -8.1845
H: -0.6991 1.8932 -9.4479
H: 1.0112 1.6320 -9.3932
C: -0.1669 -2.0082 6.4319
C: 0.1410 -3.4216 6.9289
N: 1.1860 -4.0785 6.1453
C: 1.3177 -5.4705 6.5421
C: 0.3178 -6.3804 5.8368
C: 2.4766 -3.3921 6.2957
C: 3.3099 -3.5002 5.0168
H: -1.2275 -1.7919 6.5667
H: 0.0135 -1.9347 5.3582
H: 0.4318 -1.2652 6.9562
H: 0.2966 -3.4244 8.0193
H: -0.7479 -4.0425 6.7819
H: 2.3235 -5.8341 6.3193
H: 1.2368 -5.6629 7.6286
H: 0.4541 -6.1744 4.7691
H: 0.6324 -7.4169 5.9587
H: -0.7185 -6.1790 6.0886
H: 3.0694 -3.7943 7.1283
H: 2.3262 -2.3298 6.4925
H: 3.6840 -4.5295 4.9725
H: 4.1828 -2.8503 5.0440
H: 2.6881 -3.3219 4.1410
C: 0.4292 -1.2369 1.9048
O: -0.3465 -0.2750 1.1902
C: 0.1872 0.1127 0.0271
O: 1.1960 -0.3351 -0.4559
O: -0.5798 1.0495 -0.4854
C: -0.2642 1.6869 -1.7025
H: 0.6382 -2.0886 1.2607
H: -0.1945 -1.5347 2.7445
H: 1.3520 -0.8131 2.3013
H: -1.1990 1.9814 -2.1747
H: 0.2367 1.0577 -2.4385
H: 0.3550 2.5775 -1.5886

Atomic forces in eV per Å
0.378 -0.010 -0.516
-0.573 0.433 -0.034
-0.555 -0.422 0.363
1.398 0.075 0.002
-0.168 0.108 -0.261
-0.785 -0.037 0.512
0.730 0.541 0.019
-1.149 -0.412 0.163
-0.219 -0.081 -0.347
0.408 -0.332 -0.470
-0.097 -0.352 0.038
-0.069 -0.073 0.026
0.020 0.146 0.157
0.053 -0.110 0.253
0.234 -0.325 -0.159
0.010 0.102 0.076
-0.081 -0.109 -0.090
-0.165 -0.118 -0.125
0.254 0.227 -0.293
0.458 0.160 0.179
0.139 -0.123 0.145
-0.322 0.200 0.155
-0.029 0.131 0.243
-0.059 0.349 -0.059
0.071 -0.002 -0.022
0.049 -0.021 0.033
0.043 0.106 -0.031
1.174 0.093 0.508
-0.488 -0.069 0.087
0.428 0.026 -0.204
-0.531 0.050 -0.180
-0.218 0.120 -0.045
0.865 -1.220 0.161
-0.592 0.203 -0.116
-0.088 -0.026 0.309
0.364 0.050 0.479
0.321 -0.390 -0.049
-0.055 -0.261 0.384
-0.378 -0.091 -0.040
-0.044 0.215 -0.331
-0.360 0.052 -0.153
-0.144 -0.175 -0.131
-0.095 0.308 0.169
0.004 0.361 -0.332
-0.009 0.019 0.085
0.077 0.024 0.000
0.145 0.049 0.000
-0.113 -0.176 -0.379
0.128 0.078 -0.175
-0.198 0.161 0.190
-0.248 0.375 -0.278
0.016 0.145 0.123
0.118 -0.488 0.724
0.243 -0.022 -1.563
0.137 0.118 0.314
0.107 -0.148 -0.059
0.225 0.013 0.263
0.082 0.320 0.071
-0.479 0.068 -0.004
-0.360 -0.925 0.774
-0.377 -0.035 -0.456
0.364 -0.310 0.713
-0.715 -0.055 -0.129
0.088 0.076 0.067
-0.236 0.280 -0.094
-0.008 0.058 -0.047
-0.235 -0.245 0.300
0.013 0.219 0.233
0.197 -0.113 -0.110
0.150 0.154 -0.093
0.031 0.495 -0.257
0.216 0.268 0.014
0.092 -0.022 -0.303
-0.230 0.014 -0.164
-0.056 -0.085 -0.055
-0.066 -0.030 0.070
0.484 -0.020 -0.204
0.209 0.367 0.029
0.689 -0.626 -0.193
-0.719 1.351 0.558
0.040 -0.638 -0.327
0.029 -0.003 0.011
0.022 0.123 0.016
-0.052 -0.380 -0.225
0.410 0.463 0.122
0.851 0.228 0.236
-0.260 0.195 0.266
0.519 -0.892 0.232
-0.123 0.424 0.561
-0.086 0.116 0.008
-0.073 -0.019 0.145
-0.172 0.050 0.138
0.429 -0.160 -0.278
-0.154 -0.140 -0.013
-0.122 -0.106 0.061
-0.224 0.054 -0.082
-0.106 0.034 -0.059
-0.302 0.028 -0.279
-0.280 -0.316 0.055
0.054 0.164 -0.354
-0.327 0.419 -0.218
-0.009 0.025 -0.046
0.149 -0.220 -0.200
-0.089 -0.097 -0.169
-0.571 0.385 0.399
0.412 0.611 -0.824
-0.114 0.068 0.172
0.053 -0.175 -0.612
0.177 -0.173 0.488
0.106 -0.164 0.207
-0.899 -0.439 -0.116
0.422 -0.537 0.474
-0.228 0.469 -0.169
0.472 -0.937 0.241
-0.535 0.306 -0.622
0.224 -0.135 -0.319
0.201 -0.228 0.238
-0.089 -0.027 0.048
-0.122 -0.256 0.266
0.075 -0.125 0.109
0.507 0.272 -0.230
-0.032 0.180 0.005
-0.093 0.151 -0.372
-0.096 0.377 -0.019
-0.122 0.107 0.177
-0.178 0.162 0.105
0.037 0.280 0.043
0.181 -0.071 0.003
-0.056 -0.058 0.119
0.201 -0.090 0.272
-0.140 -0.242 0.009
-0.753 -0.274 -0.579
0.595 0.373 1.081
-0.171 -0.907 0.256
0.928 0.365 -0.956
0.294 0.460 -0.601
0.080 -0.813 0.495
0.070 0.154 0.233
0.168 -0.038 0.017
-0.078 0.149 -0.091
0.405 0.011 -0.037
-0.066 0.110 0.030
-0.008 0.184 -0.332
-0.086 0.560 0.055
-0.298 -0.043 -0.008
-0.481 -0.105 0.340
-0.052 -0.267 0.200
-0.159 0.044 0.153
-0.195 -0.059 0.094
0.010 0.053 -0.348
-0.091 0.154 -0.066
0.073 0.181 -0.033
-0.256 -0.214 0.167
-0.001 0.195 0.074
0.699 -0.197 -0.282
-0.035 0.050 0.042
-0.829 0.343 0.535
0.324 0.152 -1.402
0.131 -0.030 0.094
-0.025 -0.076 -0.054
0.060 0.096 -0.238
-0.085 0.045 0.229
0.046 -0.317 0.352
-0.031 -0.051 0.444